No. 1
A 3-piece molecular cluster, C33H55F2N4O11P overall at a distorted geometry. Source: the OMol25 dataset; level of theory: ωB97M-V/def2-TZVPD.

Values from the calculation:
HOMO (spin up / spin down) = -8.99 / -9.55 eV
energy = -2877.4787 a.u.

```
! RIJCOSX wB97M-V def2-TZVPD def2/J DEFGRID3
* xyz 0 3
C 1.77 -1.35 3.40
C 2.12 0.16 4.03
O 3.39 0.44 4.43
O 0.98 1.08 4.13
C 1.29 2.42 3.61
O 1.00 3.46 4.44
C 2.00 2.80 2.19
C 1.02 2.99 0.90
C -0.44 3.45 1.55
O 1.42 4.31 0.31
C 0.84 4.26 -1.07
O 0.97 5.31 -1.89
C 0.13 2.77 -1.36
P 0.38 2.60 -3.23
O -0.56 1.43 -3.76
C 1.00 1.82 -0.30
C 0.20 0.61 0.49
C -1.40 0.48 0.05
O -1.83 0.23 -1.19
N -2.51 0.60 1.12
C -3.48 1.70 0.79
C -3.15 -0.77 1.16
N 2.20 1.56 -1.13
C 2.34 0.18 -1.70
O 2.86 -0.84 -0.96
F 2.01 -0.22 -3.12
C 3.50 2.13 -0.72
O 4.47 1.54 0.03
F 3.90 3.50 -1.23
H 1.79 -2.12 4.29
H 0.63 -1.34 3.03
H 2.45 -1.64 2.50
H 2.70 3.76 2.26
H 2.75 1.91 1.95
H -1.20 3.90 0.79
H -0.22 4.35 2.32
H -1.02 2.55 2.08
H -1.00 2.95 -1.16
H 1.73 2.34 -3.67
H -0.06 3.81 -3.92
H 0.17 0.76 1.68
H 0.64 -0.46 0.35
H -3.50 2.44 1.72
H -4.58 1.32 0.64
H -3.09 2.36 -0.12
H -3.33 -1.14 2.28
H -4.14 -0.83 0.52
H -2.43 -1.59 0.69
C -3.63 -3.53 6.84
C -3.49 -2.03 6.47
C -3.24 -1.17 7.74
C -4.49 -0.96 8.59
C -5.63 -0.40 7.74
C -5.93 -1.27 6.49
N -4.69 -1.59 5.69
O -4.33 -0.42 4.99
C -6.65 -2.56 6.95
C -7.02 -0.55 5.62
C -2.16 -2.02 5.64
H -4.51 -3.78 7.43
H -3.66 -4.15 5.94
H -2.77 -3.87 7.44
H -2.85 -0.19 7.45
H -2.46 -1.63 8.37
H -4.78 -1.90 9.06
H -4.27 -0.26 9.40
H -6.53 -0.31 8.36
H -5.37 0.62 7.43
H -6.66 -3.32 6.15
H -7.70 -2.37 7.21
H -6.22 -3.01 7.85
H -6.73 0.45 5.31
H -7.95 -0.43 6.19
H -7.26 -1.14 4.73
H -2.26 -2.59 4.71
H -1.34 -2.47 6.21
H -1.83 -1.00 5.39
C 2.43 0.42 -7.81
C 3.15 -0.70 -7.02
C 4.31 -0.11 -6.17
C 5.54 0.26 -6.99
C 6.01 -0.93 -7.83
C 4.88 -1.50 -8.73
N 3.61 -1.77 -7.97
O 3.82 -2.94 -7.21
C 4.62 -0.51 -9.90
C 5.41 -2.77 -9.47
C 2.04 -1.17 -6.02
H 3.02 0.90 -8.58
H 1.52 0.03 -8.29
H 2.11 1.23 -7.14
H 4.62 -0.84 -5.41
H 3.97 0.77 -5.62
H 5.33 1.13 -7.61
H 6.35 0.56 -6.31
H 6.86 -0.61 -8.45
H 6.39 -1.71 -7.17
H 3.68 -0.73 -10.42
H 5.42 -0.57 -10.65
H 4.62 0.54 -9.60
H 5.76 -3.55 -8.78
H 6.27 -2.53 -10.11
H 4.63 -3.20 -10.11
H 1.19 -1.62 -6.55
H 1.65 -0.33 -5.44
H 2.41 -1.90 -5.28
*
```

Results of the Löwdin charge analysis, in e, for atoms 1 through 4: C -0.006; C -0.251; O -0.004; O -0.007

---

No. 2
C33H55N10O9 as an isolated structure at a distorted geometry. Source: the OMol25 dataset; level of theory: ωB97M-V/def2-TZVPD.

Values from the calculation:
HOMO = -9.62 eV
energy = -2513.8238 a.u.
relative energy (zero: lowest compared OMol25 entry of this formula, charge and spin) = 1.190 eV

```
! RIJCOSX wB97M-V def2-TZVPD def2/J DEFGRID3
* xyz 1 1
C -0.69 0.02 -1.57
C -0.25 0.32 -0.04
C -1.35 0.53 0.83
C -1.01 0.58 2.36
C -0.31 -0.75 2.79
C 0.78 -1.20 1.83
N 0.59 -0.81 0.29
O 1.45 -1.34 -0.50
C 0.92 -2.76 1.92
C 2.19 -0.58 2.23
C 0.71 1.54 -0.05
H -1.51 0.71 -1.85
H -1.06 -1.00 -1.69
H 0.10 0.14 -2.15
H -2.03 -0.34 0.72
H -1.84 1.52 0.59
H -1.93 0.79 2.95
H -0.37 1.67 2.62
H -1.04 -1.36 2.64
H -0.02 -0.86 3.85
H 1.41 -3.40 2.74
H 1.56 -3.23 1.06
H -0.02 -3.29 1.62
H 3.03 -1.04 1.64
H 2.45 -0.52 3.36
H 2.36 0.39 1.90
H 1.76 1.45 -0.57
H 1.18 1.78 0.95
H 0.32 2.52 -0.23
N 4.53 -1.65 -0.75
C 4.47 -2.78 0.10
C 5.14 -2.43 1.36
C 5.56 -0.89 1.33
C 5.19 -0.56 -0.13
H 4.31 -1.66 -1.78
H 4.09 -3.67 -0.38
H 5.35 -3.11 2.15
H 5.94 -0.29 1.99
H 5.24 0.35 -0.61
N -3.57 -1.68 -5.20
C -2.58 -1.35 -4.25
C -2.38 -2.73 -3.53
C -3.30 -3.77 -4.19
C -4.03 -2.98 -5.21
H -3.79 -0.93 -5.83
H -2.17 -0.44 -4.15
H -1.81 -3.03 -2.66
H -3.23 -4.70 -3.92
H -4.68 -3.28 -5.88
N -4.64 -0.90 0.39
C -4.86 -0.42 1.74
C -5.22 1.04 1.59
C -4.98 1.44 0.13
C -4.63 0.14 -0.60
H -4.34 -1.88 0.06
H -4.69 -1.09 2.67
H -5.38 1.66 2.27
H -4.99 2.34 -0.37
H -4.35 0.00 -1.54
N 3.84 3.92 -3.46
C 4.48 3.25 -4.49
C 4.66 1.84 -4.11
C 3.99 1.71 -2.87
C 3.42 3.06 -2.46
H 3.75 4.82 -3.57
H 4.67 3.84 -5.50
H 5.15 1.09 -4.60
H 3.64 0.86 -2.13
H 2.76 3.36 -1.63
N 3.46 3.40 1.83
C 3.07 2.66 2.99
C 1.72 3.36 3.42
C 1.30 4.39 2.51
C 2.48 4.30 1.53
H 4.24 3.27 1.23
H 3.48 1.83 3.35
H 1.22 3.12 4.42
H 0.59 4.92 2.31
H 2.78 4.98 0.79
C -3.29 -5.27 -0.09
N -3.14 -3.77 0.09
O -2.59 -3.34 1.07
O -3.71 -3.14 -0.71
H -2.37 -5.72 0.40
H -3.18 -5.38 -1.10
H -4.24 -5.65 0.44
C 1.26 -4.60 -2.29
N 0.50 -4.90 -1.03
O -0.37 -4.07 -0.76
O 0.73 -5.92 -0.34
H 0.77 -4.05 -3.01
H 1.75 -5.62 -2.66
H 2.39 -4.03 -1.85
C -2.04 5.64 -2.41
N -1.49 4.29 -2.03
O -1.01 3.64 -2.99
O -1.68 3.85 -0.89
H -2.84 5.56 -3.02
H -1.09 5.89 -2.82
H -2.36 6.21 -1.43
C -2.56 2.39 5.97
N -1.32 1.67 6.25
O -0.98 1.75 7.38
O -1.03 0.70 5.59
H -3.20 2.16 6.75
H -2.94 2.03 4.95
H -2.23 3.46 5.92
*
```

Results of the Löwdin charge analysis, in e, for atoms 1 through 4: C 0.048; C -0.450; C -0.157; C -0.120

---

No. 3
C33H56I2N4O10P as an isolated structure. Source: the OMol25 dataset; level of theory: ωB97M-V/def2-TZVPD.

Values from the calculation:
HOMO = -11.28 eV
energy = -3198.9491 a.u.

```
! RIJCOSX wB97M-V def2-TZVPD def2/J DEFGRID3
* xyz 1 1
C -2.01 -1.24 2.07
C -1.56 -0.03 1.24
C -0.42 -0.32 0.30
C 0.85 0.30 0.42
C 1.12 1.33 1.48
C 1.91 0.84 2.71
C 1.42 -0.46 3.39
C 1.17 -0.23 4.87
N 0.41 -1.33 5.51
C -0.93 -0.93 5.90
C -2.05 -1.83 5.47
O -1.13 0.07 6.53
C 1.88 0.00 -0.48
C 3.20 0.69 -0.34
C 3.35 2.14 -0.83
O 4.27 2.77 -0.39
N 2.51 2.60 -1.86
C 3.14 3.69 -2.60
C 1.16 3.00 -1.43
C 1.70 -1.00 -1.45
C 2.73 -1.59 -2.38
I 3.50 -0.13 -3.74
C 3.76 -2.49 -1.59
C 3.53 -2.58 -0.08
I 5.82 -2.06 -1.94
N 0.45 -1.53 -1.50
O 0.22 -2.55 -2.45
C 0.64 -3.71 -2.00
N 1.02 -4.72 -1.62
C -0.62 -1.21 -0.74
P -2.20 -1.99 -1.28
O -2.39 -1.84 -2.72
O -3.38 -1.36 -0.44
O -1.98 -3.43 -0.69
H -1.33 -1.45 2.89
H -2.10 -2.15 1.47
H -2.99 -1.04 2.48
H -1.31 0.77 1.92
H -2.41 0.33 0.66
H 1.70 2.14 1.04
H 0.20 1.78 1.82
H 2.97 0.73 2.49
H 1.85 1.66 3.43
H 0.53 -0.82 2.88
H 2.21 -1.19 3.27
H 0.67 0.73 5.04
H 2.15 -0.16 5.36
H 0.89 -1.55 6.38
H -1.68 -2.67 4.89
H -2.78 -1.25 4.92
H -2.51 -2.23 6.37
H 3.53 0.70 0.70
H 3.96 0.14 -0.89
H 3.08 4.64 -2.07
H 4.19 3.46 -2.79
H 2.64 3.78 -3.57
H 1.18 3.66 -0.56
H 0.52 2.14 -1.26
H 0.72 3.54 -2.26
H 2.25 -2.24 -3.09
H 3.65 -3.49 -1.99
H 2.49 -2.81 0.15
H 3.86 -1.71 0.47
H 4.11 -3.43 0.29
H -3.92 -0.82 -1.05
H -2.74 -4.01 -0.87
C 3.28 0.77 -8.02
C 3.66 2.01 -7.24
O 3.19 2.23 -6.14
C 4.63 2.95 -7.89
H 2.57 0.17 -7.45
H 2.83 1.06 -8.97
H 4.17 0.18 -8.24
H 4.23 3.31 -8.84
H 5.57 2.44 -8.10
H 4.82 3.80 -7.23
C -6.23 -1.89 2.44
C -6.23 -0.42 2.10
O -5.31 0.30 2.41
C -7.44 0.11 1.36
H -5.31 -2.15 2.96
H -7.08 -2.13 3.06
H -6.30 -2.49 1.52
H -8.34 -0.07 1.96
H -7.55 -0.42 0.41
H -7.34 1.17 1.18
C 6.22 -3.38 3.04
C 5.53 -2.07 2.77
O 4.33 -1.94 2.94
C 6.39 -0.94 2.27
H 5.50 -4.11 3.39
H 6.70 -3.74 2.13
H 7.00 -3.24 3.80
H 6.87 -1.22 1.33
H 7.17 -0.71 3.00
H 5.78 -0.05 2.11
C -7.85 2.93 -1.77
C -9.01 3.17 -0.82
O -9.01 2.73 0.30
C -10.15 3.99 -1.35
H -7.09 2.33 -1.27
H -8.20 2.41 -2.66
H -7.42 3.88 -2.08
H -10.58 3.51 -2.23
H -9.80 4.98 -1.65
H -10.92 4.09 -0.59
*
```

Results of the Löwdin charge analysis, in e, for atoms 1 through 4: C -0.062; C -0.160; C -0.084; C -0.063

---

No. 4
C33H57BF6Hg2N3O17S2 as an isolated structure at a distorted geometry. Source: the OMol25 dataset; level of theory: ωB97M-V/def2-TZVPD.

Values from the calculation:
HOMO = -9.47 eV
energy = -4461.8947 a.u.

```
! RIJCOSX wB97M-V def2-TZVPD def2/J DEFGRID3
* xyz 1 1
Hg -0.40 1.45 4.20
Hg -2.82 -2.71 2.98
O -8.98 3.10 2.04
C -7.84 2.84 1.92
O -7.13 2.03 2.71
B -5.80 1.87 2.14
O -5.71 2.81 1.04
C -6.91 3.35 0.80
O -7.18 4.05 -0.09
O -5.54 0.44 1.82
C -4.54 0.10 2.41
O -4.03 -0.98 2.35
C -4.09 1.22 3.38
O -4.74 2.23 3.11
O -3.09 1.20 4.02
C 1.24 -3.05 4.76
F 2.37 -2.35 5.08
F 1.24 -3.30 3.44
F 1.13 -4.19 5.47
S -0.22 -1.96 5.22
O -1.37 -2.63 4.58
O -0.20 -1.89 6.64
O 0.10 -0.69 4.54
C 0.98 -0.89 0.36
F 0.89 -1.88 -0.50
F 1.84 -1.20 1.34
F 1.30 0.19 -0.30
S -0.66 -0.47 1.20
O -1.57 -0.07 0.17
O -1.07 -1.72 1.89
O -0.31 0.61 2.12
C -2.71 2.07 -2.18
C -3.38 1.16 -3.22
C -2.85 1.51 -4.60
C -1.57 0.73 -4.94
C -1.87 -0.75 -4.83
C -2.38 -1.22 -3.47
N -3.33 -0.27 -2.98
O -3.88 -0.60 -1.76
C -3.08 -2.57 -3.78
C -1.16 -1.46 -2.58
C -4.85 1.58 -3.22
H -3.28 2.12 -1.24
H -2.66 3.11 -2.50
H -1.70 1.73 -1.91
H -3.59 1.26 -5.37
H -2.62 2.57 -4.74
H -0.76 1.06 -4.28
H -1.32 0.93 -5.99
H -1.00 -1.29 -5.22
H -2.57 -1.01 -5.63
H -2.45 -3.41 -3.51
H -4.05 -2.65 -3.29
H -3.33 -2.67 -4.84
H -0.37 -2.04 -3.05
H -0.89 -0.44 -2.29
H -1.39 -1.98 -1.64
H -4.96 2.63 -3.52
H -5.34 1.46 -2.25
H -5.46 1.04 -3.95
H -3.27 -0.26 -1.07
C 0.83 3.58 2.35
C 1.71 3.79 3.59
C 1.25 5.14 4.18
C 2.00 5.41 5.48
C 1.65 4.26 6.42
C 2.12 2.90 5.93
N 1.56 2.68 4.57
O 1.99 1.45 3.96
C 3.60 2.61 6.05
C 1.42 1.90 6.89
C 3.16 3.94 3.10
H 0.95 4.49 1.75
H -0.25 3.53 2.54
H 1.20 2.77 1.73
H 1.29 5.94 3.44
H 0.17 5.08 4.37
H 1.53 6.31 5.92
H 3.07 5.57 5.41
H 0.65 4.34 6.84
H 2.24 4.44 7.33
H 3.97 2.76 7.07
H 3.81 1.55 5.92
H 4.24 3.20 5.40
H 1.70 0.86 6.70
H 1.66 2.11 7.93
H 0.34 1.94 6.68
H 3.81 3.04 3.13
H 3.76 4.62 3.72
H 3.26 4.33 2.09
H 2.87 1.65 3.57
C 4.85 -4.91 -3.64
C 3.45 -4.51 -3.22
C 3.45 -3.35 -2.23
C 3.74 -2.00 -2.86
C 2.77 -1.67 -3.98
C 2.61 -2.83 -4.96
N 2.55 -4.09 -4.27
O 2.07 -5.07 -5.08
C 1.35 -2.58 -5.77
C 3.75 -2.80 -5.99
C 2.79 -5.66 -2.47
H 5.44 -4.00 -3.85
H 4.91 -5.40 -4.62
H 5.40 -5.50 -2.92
H 2.38 -3.30 -1.97
H 4.09 -3.49 -1.36
H 4.76 -1.98 -3.28
H 3.82 -1.22 -2.10
H 3.21 -0.88 -4.59
H 1.79 -1.33 -3.64
H 0.43 -2.87 -5.26
H 1.43 -1.62 -6.26
H 1.29 -3.34 -6.56
H 3.86 -3.71 -6.58
H 3.80 -1.90 -6.59
H 4.71 -2.82 -5.43
H 1.70 -5.50 -2.35
H 3.13 -5.70 -1.44
H 2.78 -6.58 -3.06
H 1.29 -5.41 -4.63
*
```

Results of the Löwdin charge analysis, in e, for atoms 1 through 4: Hg 1.328; Hg 1.452; O 0.211; C -0.383